The following is a DFT calculation (wB97M-V/def2-TZVPD) of a molecular structure, C21H14BrFN3O6Ru.

For the energy relative to the best compared isomer or geometry (same formula, charge and spin), the calculation gives 11.08 kcal/mol. The total energy is -114102.571 eV. The calculation puts the HOMO-LUMO gap (spin up / spin down) at 8.20 / 8.25 eV. The value obtained for the HOMO energy (spin up / spin down) is -8.7 / -8.7 eV. The value obtained for the LUMO energy (spin up / spin down) is -0.526 / -0.484 eV. As for the expectation value of S²: 0.755. Its multiplicity is 2. The calculation puts the largest force on an atom at 1.03 eV/A.

Last column: Mulliken spin population.
Positions of all 47 atoms, in Å:
Ru -0.62 -2.01 -0.25  0.863
O -3.88 -1.75 -2.51  0.012
C -3.04 -1.96 -1.67  0.001
O -2.02 -1.18 -1.37  0.063
C -3.10 -3.15 -0.75  -0.005
C -3.97 -4.22 -0.81  0.002
C -3.79 -5.26 0.10  -0.004
C -2.77 -5.20 1.04  0.003
C -1.94 -4.11 1.03  0.000
N -2.13 -3.12 0.17  -0.009
C -0.71 -3.88 1.88  -0.005
O -0.42 -4.63 2.79  0.005
O -0.07 -2.80 1.53  0.057
H -4.73 -4.23 -1.57  0.000
H -4.44 -6.12 0.06  0.000
H -2.60 -5.99 1.76  0.000
C 2.48 -3.15 -0.05  0.002
O 1.82 -1.88 -0.19  0.011
C 2.49 -0.71 -0.09  -0.003
C 3.85 -0.54 -0.05  0.002
C 4.38 0.74 0.04  0.000
Br 6.25 0.96 0.11  0.000
C 3.57 1.85 0.08  0.000
C 2.18 1.69 0.02  0.000
C 1.64 0.41 -0.05  -0.014
O 0.31 0.16 -0.11  0.009
C 1.27 2.85 0.04  0.000
N -0.04 2.74 0.02  0.000
C -0.54 4.03 0.02  0.000
C -1.85 4.49 -0.01  0.000
C -2.05 5.85 0.00  0.000
C -0.97 6.75 0.02  0.000
C 0.34 6.31 0.04  0.000
C 0.53 4.93 0.04  0.000
N 1.67 4.15 0.05  0.000
H 3.56 -3.04 -0.09  -0.001
H 2.13 -3.78 -0.86  -0.001
H 2.18 -3.58 0.91  0.000
H 4.53 -1.39 -0.08  0.000
H 4.01 2.83 0.15  0.000
H -0.18 1.06 -0.10  -0.001
H -2.68 3.79 -0.03  0.000
H -3.06 6.24 -0.02  0.000
H -1.17 7.81 0.02  0.000
H 1.17 7.00 0.06  0.000
H 2.62 4.48 0.06  0.000
F -0.21 -3.45 -1.39  0.013


The following is a DFT calculation (wB97M-V/def2-TZVPD) of a molecular structure, C20H50EuNO2P2Si4.

For the energy relative to the best compared isomer or geometry (same formula, charge and spin), the calculation gives 0.00 kcal/mol. The total energy is -96549.160 eV. The calculation puts the HOMO-LUMO gap (spin up / spin down) at 4.67 / 4.64 eV. As for the charge: +1. The value obtained for the HOMO energy (spin up / spin down) is -7.6 / -7.6 eV. The value obtained for the LUMO energy (spin up / spin down) is -2.958 / -2.938 eV. As for the expectation value of S²: 15.762. Its multiplicity is 8. The calculation puts the largest force on an atom at 2.10 eV/A.

Last column: Mulliken spin population.
Positions of all 80 atoms, in Å:
Eu -0.15 1.18 -0.59  7.025
P -2.75 0.86 -1.79  0.008
C -2.46 1.42 -3.53  -0.004
C -1.04 1.37 -4.03  -0.007
N -0.02 1.06 -3.19  0.012
C 1.24 1.17 -3.63  -0.020
C 1.52 1.75 -4.88  0.001
C 0.48 2.05 -5.75  0.001
C -0.82 1.79 -5.35  -0.001
C 2.42 0.90 -2.66  0.028
P 2.97 -0.77 -2.31  0.001
H -1.69 1.97 -6.01  0.000
H 2.56 1.96 -5.11  0.000
H 0.69 2.54 -6.71  0.000
H 3.29 1.36 -3.15  0.002
H 2.29 1.44 -1.69  -0.009
H -3.10 0.84 -4.19  0.000
H -2.75 2.49 -3.60  -0.001
H -1.73 -3.60 -4.33  0.000
O -0.79 -3.58 -4.54  0.000
H -0.80 -3.51 -5.52  0.000
H 1.81 -1.42 -1.69  0.002
O 0.70 -1.00 -0.78  -0.024
H 0.08 -1.75 -0.87  0.003
C 3.52 -1.70 -3.73  0.000
H 4.41 -1.23 -4.17  0.000
H 3.77 -2.74 -3.44  0.000
H 2.71 -1.75 -4.48  0.000
C 4.13 -0.74 -0.93  0.001
H 3.88 -1.59 -0.27  0.000
H 5.16 -0.86 -1.30  0.000
H 4.05 0.19 -0.36  -0.001
C -4.00 2.13 -1.39  0.000
H -4.97 1.86 -1.83  0.001
H -4.09 2.17 -0.29  0.000
H -3.67 3.10 -1.77  -0.001
C -3.82 -0.62 -1.97  -0.003
H -3.87 -1.09 -0.98  0.001
H -4.84 -0.36 -2.28  0.000
H -3.39 -1.35 -2.67  0.000
C 3.30 0.02 3.01  0.000
Si 1.77 1.11 2.86  -0.009
C 1.47 1.95 4.52  -0.002
C 2.11 2.45 1.55  0.009
Si -0.06 -0.14 2.13  -0.007
Si 0.12 -2.40 2.54  0.004
C 0.20 -2.82 4.37  -0.003
C -1.43 -3.17 1.78  -0.001
C 1.67 -3.03 1.69  -0.001
Si -1.99 0.82 3.00  -0.010
C -2.04 0.67 4.88  -0.001
C -2.01 2.64 2.48  0.002
C -3.49 -0.04 2.25  -0.005
H 4.05 0.55 3.61  0.000
H 3.75 -0.19 2.03  0.000
H 3.08 -0.94 3.50  0.000
H 2.39 2.48 4.82  0.000
H 0.65 2.68 4.49  0.000
H 1.24 1.22 5.31  0.000
H 2.61 2.03 0.66  -0.002
H 1.21 3.01 1.25  0.002
H 2.80 3.17 2.01  0.001
H -0.70 -2.52 4.91  0.000
H 0.32 -3.91 4.48  0.000
H 1.07 -2.35 4.86  0.001
H -1.57 -2.85 0.74  0.001
H -1.32 -4.26 1.79  0.000
H -2.34 -2.91 2.34  0.000
H 1.65 -2.84 0.61  0.001
H 2.57 -2.58 2.09  0.000
H 1.73 -4.12 1.85  0.000
H -1.23 1.22 5.37  0.000
H -2.99 1.08 5.24  0.000
H -1.98 -0.38 5.21  0.000
H -2.30 2.77 1.43  0.001
H -2.75 3.16 3.10  0.000
H -1.04 3.13 2.64  0.000
H -3.45 -0.08 1.16  0.003
H -3.59 -1.07 2.62  0.000
H -4.40 0.51 2.54  0.000


The following is a DFT calculation (wB97M-V/def2-TZVPD) of a molecular structure, C27H20N5O2PtS2.

For the energy relative to the best compared isomer or geometry (same formula, charge and spin), the calculation gives 19.45 kcal/mol. The total energy is -64783.103 eV. The calculation puts the HOMO-LUMO gap at 6.38 eV. As for the charge: +1. The value obtained for the HOMO energy is -10.5 eV. The value obtained for the LUMO energy is -4.170 eV. The calculation puts the largest force on an atom at 1.81 eV/A.

Last column: natural (NBO) charge in e.
Positions of all 57 atoms, in Å:
Pt 0.01 -0.37 -0.29  0.785
O 1.39 -6.86 4.20  -0.649
C 0.96 -6.45 2.99  0.768
O 0.66 -7.26 2.16  -0.538
C 0.86 -4.98 2.73  -0.147
C 0.90 -4.00 3.72  -0.199
C 0.75 -2.66 3.40  -0.165
C 0.56 -2.26 2.07  0.090
C 0.55 -3.25 1.08  -0.206
C 0.69 -4.58 1.41  -0.141
N 0.39 -0.92 1.69  -0.434
C 0.47 0.06 2.54  0.137
C 0.31 1.44 2.19  0.156
C 0.45 2.46 3.14  -0.200
C 0.32 3.77 2.73  -0.169
C 0.04 4.05 1.40  -0.196
C -0.09 2.99 0.52  0.054
N 0.05 1.73 0.91  -0.478
H 1.65 -6.13 4.77  0.483
H 1.02 -4.25 4.76  0.212
H 0.78 -1.93 4.20  0.203
H 0.46 -2.95 0.05  0.239
H 0.68 -5.35 0.65  0.254
H 0.66 -0.18 3.58  0.197
H 0.65 2.21 4.17  0.227
H 0.44 4.58 3.44  0.239
H -0.06 5.07 1.05  0.240
H -0.32 3.15 -0.53  0.220
S 0.02 0.46 -2.54  -0.075
C 1.68 0.22 -2.18  -0.092
N 1.94 -0.09 -0.93  -0.548
C 3.23 -0.57 -0.75  0.190
C 3.78 -1.12 0.40  -0.248
C 5.06 -1.62 0.35  -0.182
C 5.81 -1.56 -0.82  -0.206
C 5.29 -0.99 -1.97  -0.196
C 3.99 -0.51 -1.93  -0.238
S 3.04 0.13 -3.25  0.467
H 3.19 -1.15 1.31  0.214
H 5.50 -2.07 1.23  0.224
H 6.81 -1.98 -0.85  0.230
H 5.87 -0.94 -2.89  0.234
N -3.41 -2.55 -0.85  -0.501
C -2.28 -1.89 -1.16  0.261
N -1.91 -1.08 -0.19  -0.515
C -2.85 -1.21 0.82  0.159
C -2.97 -0.57 2.05  -0.239
C -4.05 -0.91 2.84  -0.191
C -4.99 -1.86 2.43  -0.194
C -4.89 -2.50 1.21  -0.217
C -3.81 -2.15 0.41  0.093
H -3.89 -3.22 -1.44  0.439
H -1.76 -2.02 -2.10  0.242
H -2.25 0.18 2.35  0.216
H -4.18 -0.43 3.80  0.225
H -5.82 -2.10 3.09  0.232
H -5.62 -3.23 0.88  0.234


The following is a DFT calculation (wB97M-V/def2-TZVPD) of a molecular structure, C24H23F8MnN4O15P2S2Te.

For the energy relative to the best compared isomer or geometry (same formula, charge and spin), the calculation gives 251.00 kcal/mol. The total energy is -162535.270 eV. The calculation puts the HOMO-LUMO gap (spin up / spin down) at 7.34 / 7.97 eV. As for the charge: -1. The value obtained for the HOMO energy (spin up / spin down) is -7.0 / -7.1 eV. The value obtained for the LUMO energy (spin up / spin down) is 0.357 / 0.825 eV. As for the expectation value of S²: 3.998. Its multiplicity is 4. The calculation puts the largest force on an atom at 5.22 eV/A.

Last column: Mulliken spin population.
Positions of all 80 atoms, in Å:
Mn -0.54 1.79 0.21  3.156
O -0.42 4.14 2.77  0.002
P -1.89 3.80 2.21  0.010
O -2.96 3.97 3.19  -0.009
O -1.88 2.49 1.35  0.042
O -1.99 4.99 1.10  0.003
P -0.90 5.61 0.09  -0.006
O 0.27 6.19 1.03  0.002
O -0.89 3.24 -0.91  -0.239
O -0.04 4.17 -0.29  -0.018
H -0.04 3.48 3.38  -0.002
H 0.43 5.61 1.80  0.000
F 2.18 0.01 2.46  0.002
Te 0.34 0.37 2.68  -0.011
F 1.22 1.53 3.97  -0.001
F 0.49 -1.57 2.47  0.001
F 0.15 -0.47 4.39  0.000
F 0.35 -0.17 0.57  0.026
O 0.64 1.90 1.63  0.005
O -1.97 -2.31 1.26  0.002
C -1.96 -1.61 2.22  0.001
N -1.65 -0.18 2.19  0.014
S -2.39 0.55 3.49  0.009
O -3.72 0.98 3.26  -0.002
O -1.32 1.45 3.96  -0.001
C -2.53 -0.93 4.46  0.001
C -2.86 -1.08 5.78  0.001
C -3.03 -2.38 6.25  0.000
C -2.90 -3.47 5.39  0.000
C -2.56 -3.30 4.06  0.000
C -2.37 -2.01 3.60  0.000
H -2.96 -0.22 6.44  0.000
H -3.28 -2.54 7.29  0.000
H -3.04 -4.47 5.78  0.000
H -2.43 -4.13 3.38  0.000
C 4.84 -0.19 0.49  0.000
C 5.54 -1.27 -0.31  0.000
S 5.77 -0.80 -2.00  0.000
O 6.10 0.61 -2.05  0.000
O 6.66 -1.75 -2.63  0.000
C 4.15 -1.01 -2.77  0.000
C 3.61 0.28 -3.37  0.000
N 2.85 1.11 -2.42  0.001
C 1.63 0.77 -1.93  0.013
N 1.25 1.63 -1.00  0.007
C 2.28 2.51 -0.81  0.017
C 3.27 2.20 -1.68  0.003
N 4.42 2.99 -1.98  0.000
O 4.85 2.96 -3.13  0.000
O 4.89 3.65 -1.08  0.000
C 0.83 -0.38 -2.42  -0.010
H 4.87 -0.42 1.56  0.000
H 3.78 -0.11 0.24  0.001
H 5.32 0.78 0.33  0.000
H 4.98 -2.21 -0.33  0.000
H 6.55 -1.47 0.04  0.000
H 3.47 -1.42 -2.02  0.000
H 4.34 -1.76 -3.54  0.000
H 2.95 0.05 -4.20  0.000
H 4.43 0.89 -3.74  0.000
H 2.25 3.31 -0.09  -0.005
H 1.34 -0.93 -3.21  0.000
H -0.13 -0.02 -2.79  0.008
H 0.61 -1.05 -1.58  -0.001
F -5.27 -4.99 -4.12  0.000
C -4.86 -3.92 -4.82  -0.001
F -3.94 -4.37 -5.70  0.000
F -5.91 -3.49 -5.54  0.000
C -4.30 -2.85 -3.94  0.015
C -4.51 -1.51 -4.25  -0.008
C -3.91 -0.53 -3.48  0.022
C -3.09 -0.87 -2.40  -0.023
C -2.92 -2.22 -2.08  0.018
C -3.52 -3.20 -2.85  -0.007
C -2.39 0.12 -1.64  0.112
C -1.70 0.92 -1.06  -0.151
H -5.13 -1.24 -5.09  0.000
H -4.07 0.52 -3.70  0.000
H -2.33 -2.48 -1.21  0.003
H -3.37 -4.25 -2.61  0.000


Question: Among the records above, which one has the lowest energy relative to the best compared isomer or geometry (same formula, charge and spin)?
Answer: C20H50EuNO2P2Si4